# 1
# C13H19Cl2NO12S

4 unconnected molecules or ions with the total composition C13H19Cl2NO12S (ωB97M-V/def2-TZVPD, the Open Molecules 2025 dataset).

CARTESIAN COORDINATES (ANGSTROEM)
1 C -5.20 1.41 2.41
2 C -3.92 0.63 2.40
3 Cl -2.50 1.53 1.97
4 C -3.78 -0.66 2.67
5 Cl -5.15 -1.64 3.07
6 O -2.63 -1.37 2.52
7 S -1.85 -2.02 3.88
8 O -2.38 -1.27 5.00
9 O -0.38 -1.53 3.56
10 C 0.01 -0.14 3.65
11 N 0.65 0.22 2.42
12 H -6.05 0.76 2.21
13 H -5.17 2.21 1.68
14 H -5.34 1.85 3.40
15 H -0.87 0.45 3.92
16 H 0.73 -0.08 4.47
17 H 1.13 1.10 2.53
18 H -0.04 0.33 1.67
19 C 2.05 -1.14 -2.53
20 C 1.55 -2.44 -1.92
21 O 0.76 -1.96 -0.82
22 C 0.37 -0.70 -1.09
23 O -0.44 -0.09 -0.46
24 O 1.00 -0.22 -2.18
25 H 2.16 -1.18 -3.61
26 H 2.98 -0.81 -2.08
27 H 0.90 -3.00 -2.59
28 H 2.34 -3.08 -1.55
29 C 7.40 -0.39 -1.67
30 C 6.67 -0.98 -0.47
31 O 5.46 -1.46 -1.06
32 C 5.67 -1.67 -2.38
33 O 4.91 -2.22 -3.10
34 O 6.87 -1.17 -2.75
35 H 8.48 -0.50 -1.63
36 H 7.14 0.66 -1.83
37 H 7.21 -1.83 -0.04
38 H 6.44 -0.26 0.31
39 C -2.79 2.35 -1.63
40 C -3.50 2.01 -2.93
41 O -4.85 1.81 -2.50
42 C -5.04 2.47 -1.34
43 O -6.09 2.63 -0.81
44 O -3.86 2.93 -0.86
45 H -1.99 3.06 -1.74
46 H -2.43 1.46 -1.11
47 H -3.48 2.84 -3.64
48 H -3.13 1.11 -3.42

Summary:
Total charge: 0
HOMO-LUMO gap in eV: 9.0
E_tot in eV: -75728.528

***

# 2
# C9H18NO2

2 unconnected molecules or ions with the total composition C9H18NO2 at a distorted geometry (ωB97M-V/def2-TZVPD, the Open Molecules 2025 dataset).

CARTESIAN COORDINATES (ANGSTROEM)
1 C 3.62 -0.06 0.59
2 C -0.05 -1.47 0.55
3 C 5.18 1.16 -0.96
4 C -3.07 -0.80 0.91
5 C -3.39 1.66 0.68
6 C -0.65 -1.00 -1.70
7 C 4.57 0.71 0.30
8 C -1.18 0.57 0.14
9 C -2.68 0.39 0.13
10 N -0.49 -0.63 -0.27
11 O 2.67 -0.70 0.91
12 O 0.50 -2.60 0.19
13 H 4.57 0.90 -1.88
14 H 6.14 0.78 -1.22
15 H 5.32 2.22 -0.95
16 H -2.59 -1.32 1.72
17 H -4.06 -0.53 1.33
18 H -3.43 -1.44 0.23
19 H -3.15 2.43 -0.02
20 H -2.99 1.89 1.64
21 H -4.44 1.60 0.72
22 H -0.71 -2.05 -1.89
23 H 0.19 -0.67 -2.19
24 H -1.64 -0.59 -2.11
25 H -0.01 -1.10 1.57
26 H 5.23 0.97 1.22
27 H -0.90 1.23 -0.67
28 H -0.69 0.92 1.12
29 H -3.04 0.18 -0.93
30 H 1.20 -2.67 0.81

Summary:
Total charge: +1
HOMO-LUMO gap in eV: 9.1
E_tot in eV: -15200.938

***

# 3
# C64H52GeN4O2Pd

A molecular structure, C64H52GeN4O2Pd (ωB97M-V/def2-TZVPD, the Open Molecules 2025 dataset).

CARTESIAN COORDINATES (ANGSTROEM)
1 Pd 0.43 0.34 -0.17
2 O 0.22 2.09 2.07
3 C 1.05 1.66 3.02
4 C 2.13 0.62 2.50
5 C 2.89 1.14 1.34
6 C 4.12 1.77 1.52
7 C 4.78 2.32 0.44
8 C 4.17 2.26 -0.81
9 C 2.94 1.64 -0.94
10 C 2.18 1.69 -2.22
11 C 0.92 2.64 -2.12
12 O -0.02 2.11 -1.31
13 C 1.35 4.03 -1.61
14 C 2.46 4.73 -2.07
15 C 2.79 5.98 -1.55
16 C 2.01 6.55 -0.56
17 C 0.92 5.85 -0.07
18 C 0.60 4.60 -0.59
19 C 0.37 2.75 -3.57
20 C 0.94 3.49 -4.59
21 C 0.39 3.49 -5.87
22 C -0.74 2.73 -6.15
23 C -1.31 1.98 -5.13
24 C -0.77 2.00 -3.86
25 N 2.35 1.04 0.11
26 C 0.24 0.99 4.16
27 C 0.35 -0.33 4.56
28 C -0.48 -0.85 5.55
29 C -1.44 -0.05 6.16
30 C -1.57 1.27 5.75
31 C -0.74 1.78 4.77
32 C 1.88 2.81 3.63
33 C 2.05 3.96 2.87
34 C 2.86 5.00 3.31
35 C 3.50 4.92 4.53
36 C 3.33 3.78 5.31
37 C 2.53 2.74 4.86
38 H 2.82 0.38 3.32
39 H 1.61 -0.28 2.17
40 H 4.53 1.85 2.52
41 H 5.74 2.81 0.56
42 H 4.64 2.70 -1.68
43 H 2.84 1.99 -3.04
44 H 1.75 0.71 -2.45
45 H 3.11 4.30 -2.82
46 H 3.67 6.50 -1.92
47 H 2.27 7.52 -0.15
48 H 0.33 6.26 0.74
49 H -0.21 4.01 -0.18
50 H 1.81 4.10 -4.41
51 H 0.85 4.08 -6.65
52 H -1.17 2.73 -7.15
53 H -2.20 1.39 -5.33
54 H -1.20 1.43 -3.04
55 H 1.07 -0.99 4.09
56 H -0.39 -1.89 5.84
57 H -2.09 -0.46 6.93
58 H -2.32 1.91 6.21
59 H -0.85 2.80 4.42
60 H 1.52 4.00 1.92
61 H 2.98 5.88 2.68
62 H 4.13 5.73 4.88
63 H 3.83 3.70 6.27
64 H 2.40 1.85 5.48
65 N -6.06 -2.42 0.13
66 C -7.35 -2.50 0.58
67 C -8.33 -3.48 0.46
68 C -9.55 -3.22 1.06
69 C -9.78 -2.03 1.76
70 C -8.80 -1.06 1.88
71 C -7.56 -1.30 1.29
72 N -6.42 -0.52 1.27
73 C -5.55 -1.21 0.57
74 C -4.17 -0.81 0.28
75 C -3.41 -1.50 -0.67
76 C -2.09 -1.13 -0.86
77 N -1.53 -0.12 -0.19
78 C -2.26 0.57 0.70
79 C -3.58 0.25 0.96
80 H -5.53 -3.13 -0.34
81 H -8.15 -4.40 -0.08
82 H -10.34 -3.96 0.99
83 H -10.75 -1.86 2.22
84 H -8.98 -0.14 2.42
85 H -3.80 -2.33 -1.24
86 H -1.45 -1.66 -1.56
87 H -1.71 1.34 1.25
88 H -4.14 0.79 1.71
89 C 0.71 -1.56 0.46
90 Ge 1.10 -2.85 -0.79
91 C 1.75 -2.10 -2.50
92 C 3.05 -1.57 -2.52
93 C 3.57 -0.96 -3.65
94 C 2.81 -0.86 -4.80
95 C 1.51 -1.36 -4.81
96 C 1.00 -1.97 -3.67
97 C 2.58 -4.16 -0.36
98 C 3.35 -4.80 -1.34
99 C 4.34 -5.71 -0.99
100 C 4.58 -6.00 0.34
101 C 3.83 -5.38 1.32
102 C 2.84 -4.47 0.97
103 C -0.40 -4.14 -1.20
104 C -0.56 -4.83 -2.40
105 C -1.69 -5.61 -2.65
106 C -2.67 -5.74 -1.68
107 C -2.52 -5.08 -0.46
108 C -1.40 -4.29 -0.24
109 H -0.02 -1.87 1.23
110 H 3.65 -1.63 -1.62
111 H 4.57 -0.55 -3.62
112 H 3.21 -0.38 -5.69
113 H 0.90 -1.27 -5.70
114 H -0.02 -2.34 -3.69
115 H 3.17 -4.58 -2.38
116 H 4.94 -6.18 -1.77
117 H 5.36 -6.70 0.61
118 H 4.01 -5.60 2.37
119 H 2.28 -3.95 1.74
120 H 0.20 -4.76 -3.17
121 H -1.80 -6.12 -3.60
122 H -3.55 -6.35 -1.87
123 H -3.27 -5.18 0.31
124 H -1.32 -3.73 0.69

Summary:
Total charge: -2
HOMO-LUMO gap (alpha / beta) in eV: 3.7 / 3.7
E_tot in eV: -137263.264

***

# 4
# C5H11N2O

2 unconnected molecules or ions with the total composition C5H11N2O at a distorted geometry (ωB97M-V/def2-TZVPD, the Open Molecules 2025 dataset).

CARTESIAN COORDINATES (ANGSTROEM)
1 C 2.15 0.49 0.48
2 C 0.95 0.48 1.42
3 C -0.37 0.06 0.88
4 C -0.93 -1.11 1.10
5 N -1.73 -1.43 -0.05
6 C -1.73 -0.35 -0.99
7 N -1.02 0.75 -0.22
8 H 2.04 1.36 -0.20
9 H 2.14 -0.33 -0.13
10 H 3.17 0.52 1.04
11 H 1.11 -0.16 2.23
12 H 0.75 1.53 1.92
13 H -0.69 -1.91 1.76
14 H -2.62 -1.87 0.16
15 H -2.73 0.02 -1.36
16 H -0.37 1.03 -1.05
17 H -1.16 -0.74 -1.95
18 H 0.51 1.05 -2.97
19 O 0.51 0.61 -2.09

Summary:
Total charge: +1
HOMO-LUMO gap in eV: 5.8
E_tot in eV: -10378.868

***

# 5
# C7H15N2O5S

2 unconnected molecules or ions with the total composition C7H15N2O5S at a distorted geometry (ωB97M-V/def2-TZVPD, the Open Molecules 2025 dataset).

CARTESIAN COORDINATES (ANGSTROEM)
1 C 1.87 -1.21 -2.04
2 C -0.41 2.21 0.59
3 C 0.60 1.40 2.71
4 C 0.26 -0.67 -3.88
5 C -0.13 -2.68 -2.74
6 C -2.42 1.91 3.79
7 C -0.65 1.81 2.05
8 N 0.84 -1.56 -2.95
9 N -1.76 2.14 2.53
10 O 2.13 -2.08 -1.07
11 O 2.56 -0.19 -2.15
12 O 1.66 -1.42 1.40
13 O 0.39 -3.11 0.44
14 O 0.01 -0.88 -0.31
15 S 0.99 -1.83 0.20
16 H -1.16 2.71 -0.01
17 H -0.10 1.48 -0.01
18 H 0.37 2.88 0.44
19 H 1.13 0.43 2.28
20 H 1.33 2.13 2.65
21 H 0.43 1.04 3.73
22 H 0.86 0.27 -3.80
23 H 0.12 -1.18 -4.79
24 H -0.68 -0.47 -3.53
25 H 0.48 -3.56 -2.41
26 H -0.64 -2.38 -1.83
27 H -0.56 -2.86 -3.69
28 H -2.51 0.82 3.94
29 H -1.71 2.33 4.54
30 H -3.29 2.52 3.89

Summary:
Total charge: -1
HOMO-LUMO gap in eV: 8.9
E_tot in eV: -31555.079

***

# 6
# C9H7BrF2N2

C9H7BrF2N2 in the gas phase at a distorted geometry (ωB97M-V/def2-TZVPD, the Open Molecules 2025 dataset).

CARTESIAN COORDINATES (ANGSTROEM)
1 C 2.83 -0.19 0.26
2 C 1.47 0.18 0.41
3 C 3.19 -0.99 -0.83
4 C 0.51 -0.50 -0.38
5 C 2.13 -1.52 -1.58
6 C -1.80 2.30 2.31
7 C -0.89 -0.28 -0.14
8 C -2.12 1.29 1.26
9 C -1.96 -0.83 -1.10
10 N 0.86 -1.30 -1.34
11 N -1.11 0.62 0.76
12 F 2.40 -2.27 -2.67
13 F -2.66 3.10 2.85
14 Br -4.12 1.05 1.13
15 H 3.57 0.17 0.84
16 H 1.02 0.57 1.31
17 H 4.15 -1.28 -1.34
18 H -0.77 2.65 2.26
19 H -2.81 -1.20 -0.57
20 H -2.43 -0.05 -1.66
21 H -1.45 -1.50 -1.75

Summary:
Total charge: 0
HOMO-LUMO gap (alpha / beta) in eV: 7.4 / 7.4
SMILES: C/C(=N\C(Br)=C\F)c1cccc(F)n1
E_tot in eV: -87901.516

***

# 7
# C25H54Br24NO2

A molecular structure, C25H54Br24NO2 at a distorted geometry (ωB97M-V/def2-TZVPD, the Open Molecules 2025 dataset).

CARTESIAN COORDINATES (ANGSTROEM)
1 N 4.16 -3.34 -5.40
2 C 3.01 -4.33 -5.58
3 O 1.90 -3.94 -4.90
4 O 1.49 -2.67 -5.35
5 H 3.85 -2.47 -4.95
6 H 4.54 -3.09 -6.31
7 H 4.90 -3.78 -4.85
8 H 2.85 -4.49 -6.65
9 H 3.32 -5.30 -5.18
10 H 1.47 -2.61 -6.33
11 Br 0.37 -2.80 -3.15
12 C -0.63 -1.60 -1.98
13 C -2.00 -1.33 -2.52
14 Br -1.95 -0.07 -4.01
15 H -0.03 -0.71 -1.87
16 H -0.70 -2.11 -1.02
17 H -2.62 -0.85 -1.76
18 H -2.51 -2.22 -2.88
19 Br 0.92 -0.25 0.89
20 C 2.39 -1.25 1.67
21 C 2.89 -2.28 0.69
22 Br 1.69 -3.80 0.57
23 H 2.03 -1.67 2.60
24 H 3.17 -0.52 1.88
25 H 3.84 -2.69 1.02
26 H 2.98 -1.88 -0.31
27 Br 0.93 4.65 -3.95
28 C -0.18 3.24 -3.20
29 C 0.39 2.72 -1.90
30 Br 1.92 1.55 -2.20
31 H -0.26 2.47 -3.95
32 H -1.15 3.69 -3.03
33 H -0.35 2.11 -1.39
34 H 0.73 3.51 -1.24
35 Br -0.63 3.17 2.90
36 C -1.77 1.78 3.65
37 C -1.27 1.30 4.99
38 Br 0.27 0.13 4.79
39 H -1.82 0.98 2.92
40 H -2.75 2.24 3.76
41 H -2.02 0.71 5.50
42 H -0.96 2.12 5.64
43 Br 5.37 0.34 3.53
44 C 6.41 0.60 1.90
45 C 6.52 2.06 1.54
46 Br 4.86 2.73 0.76
47 H 5.93 0.01 1.13
48 H 7.39 0.19 2.12
49 H 7.27 2.20 0.78
50 H 6.74 2.69 2.39
51 Br -5.52 3.79 3.52
52 C -6.68 2.43 4.29
53 C -6.18 1.97 5.63
54 Br -4.66 0.77 5.44
55 H -6.75 1.63 3.56
56 H -7.65 2.91 4.40
57 H -6.94 1.38 6.14
58 H -5.85 2.78 6.27
59 Br -3.52 3.65 8.10
60 C -4.56 4.99 9.07
61 C -5.93 5.15 8.47
62 Br -5.87 6.19 6.82
63 H -3.98 5.90 9.06
64 H -4.63 4.61 10.09
65 H -6.57 5.72 9.14
66 H -6.40 4.20 8.24
67 Br -7.28 -3.28 -0.70
68 C -5.56 -3.44 -1.57
69 C -4.54 -4.11 -0.68
70 Br -3.89 -2.89 0.70
71 H -5.26 -2.44 -1.87
72 H -5.74 -4.04 -2.45
73 H -3.66 -4.39 -1.25
74 H -4.94 -4.98 -0.16
75 Br -2.13 7.77 7.92
76 C -0.64 7.49 6.71
77 C -0.74 6.20 5.95
78 Br -0.24 4.67 7.05
79 H 0.26 7.57 7.30
80 H -0.69 8.33 6.02
81 H -0.02 6.20 5.13
82 H -1.73 5.99 5.56
83 Br 1.09 -4.42 -9.04
84 C -0.06 -5.89 -8.48
85 C 0.46 -6.55 -7.23
86 Br 1.99 -7.69 -7.58
87 H -0.13 -6.56 -9.33
88 H -1.03 -5.44 -8.29
89 H -0.30 -7.20 -6.81
90 H 0.77 -5.83 -6.48
91 Br -3.82 -5.28 -8.43
92 C -4.32 -4.34 -10.05
93 C -3.40 -3.18 -10.34
94 Br -3.77 -1.67 -9.18
95 H -5.36 -4.04 -9.93
96 H -4.26 -5.08 -10.85
97 H -3.56 -2.81 -11.35
98 H -2.36 -3.43 -10.20
99 Br 10.29 2.37 1.71
100 C 11.05 1.80 3.41
101 C 10.10 0.91 4.17
102 Br 8.67 1.94 5.00
103 H 11.32 2.70 3.95
104 H 11.95 1.25 3.14
105 H 10.61 0.42 4.99
106 H 9.62 0.17 3.53

Summary:
Total charge: +1
HOMO-LUMO gap in eV: 7.0
E_tot in eV: -1713397.390

***

# 8
# C34H40CoN4

A molecular structure, C34H40CoN4 at a distorted geometry (ωB97M-V/def2-TZVPD, the Open Molecules 2025 dataset).

CARTESIAN COORDINATES (ANGSTROEM)
1 Co -0.40 0.13 -0.08
2 N -4.83 -0.37 -0.11
3 N 0.26 0.83 -3.96
4 C 1.41 -0.45 1.08
5 C 0.62 -1.60 0.73
6 C -0.59 -1.51 1.48
7 C -1.70 -2.45 1.42
8 H -1.54 -3.31 0.76
9 H -2.70 -1.64 0.72
10 H -2.19 -2.70 2.37
11 C -0.66 -0.21 2.09
12 C -1.78 0.32 2.88
13 H -1.85 -0.17 3.86
14 H -2.74 0.20 2.35
15 H -1.66 1.40 3.06
16 C 0.61 0.42 1.87
17 C 1.08 1.62 2.59
18 H 0.31 2.40 2.63
19 H 1.97 2.05 2.12
20 H 1.35 1.37 3.63
21 C 1.03 -2.75 -0.10
22 H 1.35 -3.59 0.53
23 H 1.89 -2.46 -0.72
24 H 0.22 -3.11 -0.76
25 C 2.87 -0.34 0.93
26 H 3.19 0.70 1.01
27 H 3.21 -0.75 -0.03
28 H 3.38 -0.90 1.73
29 C -5.79 0.44 -0.59
30 H -6.82 0.26 -0.26
31 C -5.61 1.45 -1.54
32 H -6.47 2.03 -1.84
33 C -4.36 1.54 -2.15
34 H -4.17 2.31 -2.87
35 C -3.40 0.58 -1.81
36 H -2.44 0.53 -2.28
37 C -3.63 -0.34 -0.75
38 C -2.48 -0.99 -0.19
39 H -1.82 -1.54 -0.90
40 C 1.05 0.87 -2.92
41 C 0.76 -0.16 -4.82
42 H 0.07 -0.60 -5.53
43 C 2.02 -0.50 -4.43
44 H 2.89 -0.91 -4.97
45 N 2.20 0.03 -3.17
46 C 3.36 0.01 -2.40
47 C 4.30 -1.05 -2.53
48 C 5.63 -0.79 -2.25
49 H 6.40 -1.54 -2.43
50 C 6.05 0.41 -1.69
51 C 7.50 0.61 -1.40
52 H 7.67 1.24 -0.51
53 H 8.01 1.09 -2.25
54 H 7.98 -0.36 -1.24
55 C 5.12 1.43 -1.52
56 H 5.42 2.42 -1.16
57 C 3.77 1.26 -1.86
58 C 2.88 2.44 -1.71
59 H 1.98 2.41 -2.36
60 H 3.48 3.32 -1.97
61 H 2.56 2.56 -0.67
62 C 4.00 -2.46 -2.96
63 H 3.81 -2.51 -4.04
64 H 3.19 -2.95 -2.43
65 H 4.88 -3.09 -2.73
66 N -0.56 2.15 -0.64
67 C -1.33 3.02 0.24
68 C -2.58 2.59 0.70
69 C -3.46 3.50 1.28
70 C -3.06 4.82 1.49
71 C -1.74 5.21 1.19
72 C -0.87 4.29 0.59
73 H -0.92 2.06 -1.59
74 H 0.39 2.50 -0.77
75 H -2.84 1.53 0.58
76 H -4.47 3.17 1.56
77 H -3.76 5.55 1.92
78 H -1.40 6.21 1.43
79 H 0.18 4.55 0.40

Summary:
Total charge: -2
HOMO-LUMO gap (alpha / beta) in eV: 3.1 / 4.3
Expectation value of S²: 3.786
Spin multiplicity: 4
E_tot in eV: -79487.485